Record 1
17
Properties=species:S:1:pos:R:3 method="wB97M-V/def2-TZVPD" relative_energy_ev=1.661 s_squared=0.750 charge=+2 homo_ha="-0.520 / -0.575" multiplicity=2 e_lumo_ev="-7.3430 / -7.5122"
O -3.09612 0.54126 -1.07416
C -2.49477 0.11538 -0.05690
O -2.97886 -0.55804 0.83807
O -1.10443 0.34478 -0.09876
C -0.36186 -0.08971 0.90495
C 1.02493 0.39092 0.95657
Tl -5.51699 -0.43886 -0.07077
H -0.61056 -1.10464 1.24173
H 0.19409 0.89896 1.88720
H 1.57427 -0.18378 1.71375
H 1.16222 1.37173 0.49056
Mg -2.75547 1.65106 -2.72232
C 2.37745 -0.58504 -0.71074
C 3.71927 -0.40471 -0.60580
O 4.84284 -0.23049 -0.47149
H 1.94231 -0.08108 -1.58044
H 2.08168 -1.63773 -0.64144


Record 2
117
Properties=species:S:1:pos:R:3 method="wB97M-V/def2-TZVPD" relative_energy_ev=1.371 s_squared=2.015 homo_ha="-0.213 / -0.296" multiplicity=3 e_lumo_ev="0.4730 / -2.9020"
Au 0.51418 -0.90213 1.33139
C 0.63744 -3.84851 -0.38938
Si 0.60909 -2.02938 -0.88027
C -1.10169 -1.60778 -1.57906
C -1.33187 -1.85211 -2.93712
C -2.54133 -1.54820 -3.54206
C -3.57056 -1.00423 -2.78702
C -3.37485 -0.77601 -1.43479
C -2.15632 -1.06656 -0.81859
P -1.92984 -0.74655 0.96566
C -2.90803 -1.89827 2.04488
C -2.20462 -3.25056 2.26825
C -2.47747 -4.24315 1.13714
C -3.97687 -4.48652 0.99106
C -4.68126 -3.17293 0.66426
C -4.40253 -2.11520 1.73702
C -2.47201 0.95359 1.48870
C -2.04960 2.05932 0.49569
C -3.15144 2.50639 -0.46821
C -4.45908 2.81702 0.25972
C -4.92821 1.61016 1.07148
C -3.85814 1.21951 2.08779
C 2.06297 -1.79689 -2.05976
C 2.76352 -2.92059 -2.51692
C 3.92933 -2.79122 -3.25372
C 4.43866 -1.53057 -3.52725
C 3.76953 -0.40237 -3.07508
C 2.58626 -0.51512 -2.34397
P 1.67762 0.93532 -1.67729
C 1.85456 2.26499 -3.00422
C 0.77665 3.34567 -2.77467
C -0.63313 2.82950 -3.09068
C -0.72307 2.29102 -4.51868
C 0.33608 1.21391 -4.74825
C 1.72832 1.76671 -4.45345
C 2.81930 1.53207 -0.33133
C 2.18794 2.72145 0.44652
C 2.92901 4.03056 0.17789
C 4.39079 3.94615 0.65308
C 4.94791 2.52071 0.49740
C 4.28620 1.81506 -0.68847
H 0.23497 -4.47721 -1.19421
H 0.06791 -4.04132 0.52003
H 1.66973 -4.14711 -0.18209
H -0.54048 -2.29633 -3.53591
H -2.68260 -1.73468 -4.60035
H -4.52562 -0.77339 -3.24350
H -4.19409 -0.39185 -0.84224
H -2.83137 -1.33069 2.97952
H -2.58249 -3.68016 3.20306
H -1.13009 -3.09501 2.39774
H -1.95654 -5.18207 1.33548
H -2.09149 -3.84344 0.19455
H -4.37436 -4.89697 1.92683
H -4.16597 -5.22055 0.20564
H -5.76077 -3.32401 0.59042
H -4.33469 -2.82915 -0.30931
H -4.86815 -2.45682 2.66958
H -4.88690 -1.17331 1.47158
H -1.76553 1.02485 2.31187
H -1.17156 1.72963 -0.06943
H -1.73603 2.92772 1.08633
H -3.32941 1.73456 -1.21742
H -2.80678 3.39325 -1.00300
H -5.22445 3.11524 -0.45952
H -4.30422 3.66292 0.94070
H -5.14729 0.77797 0.39575
H -5.85620 1.84438 1.59886
H -4.19120 0.38666 2.70896
H -3.73235 2.07454 2.76365
H 2.39005 -3.91644 -2.30585
H 4.44689 -3.67505 -3.60861
H 5.36466 -1.42505 -4.08124
H 4.18476 0.57580 -3.28406
H 2.84203 2.71266 -2.87204
H 0.99593 4.19525 -3.43266
H 0.81602 3.71984 -1.74767
H -1.36380 3.62753 -2.94240
H -0.88215 2.01860 -2.39747
H -0.55884 3.10942 -5.23028
H -1.72465 1.89185 -4.70228
H 0.29040 0.84009 -5.77474
H 0.14313 0.37190 -4.08284
H 1.91121 2.62257 -5.11552
H 2.48243 1.01747 -4.68172
H 2.83994 0.66172 0.32797
H 2.20532 2.50630 1.51989
H 1.13269 2.83289 0.18348
H 2.41869 4.85659 0.67761
H 2.89960 4.24446 -0.89505
H 4.46089 4.25451 1.69955
H 4.99734 4.64740 0.07411
H 4.74484 1.93268 1.39840
H 6.03225 2.54822 0.37560
H 4.79742 0.87685 -0.89486
H 4.38255 2.45171 -1.57618
C -0.67867 -0.42253 4.84962
C 0.50965 0.33556 4.24791
C 1.80649 -0.45237 4.45519
C 0.63688 1.72384 4.90852
O 0.27675 0.63440 2.90883
H -0.50600 -0.63180 5.90614
H -0.80266 -1.37355 4.32256
H -1.59934 0.16027 4.74698
H 2.01832 -0.56171 5.52078
H 2.64268 0.05977 3.97367
H 1.71792 -1.44991 4.01647
H 0.78679 1.59039 5.97967
H -0.26724 2.31184 4.73546
H 1.48762 2.25888 4.48397
Cl 5.31670 -2.25604 0.58675
C 4.49713 -2.92329 2.01114
Cl 4.70629 -4.67716 2.02292
Cl 5.21926 -2.22845 3.48460
C 2.96626 -2.53667 2.04077
O 2.18672 -3.32355 2.56233
O 2.73341 -1.38961 1.54335


Record 3
55
Properties=species:S:1:pos:R:3 method="wB97M-V/def2-TZVPD" relative_energy_ev=2.363 s_squared=8.795 charge=+2 homo_ha="-0.494 / -0.507" multiplicity=6 e_lumo_ev="-5.7320 / -9.3768"
Ir 2.29451 -1.46393 1.21459
O -1.63241 -0.34902 -0.84405
C -0.77767 -1.07831 0.10395
O 0.55459 -0.89036 -0.28173
C -1.14412 -2.56267 0.13791
C -2.48258 -2.88018 -0.09413
C -2.95308 -4.17929 0.00154
C -2.08319 -5.20036 0.34351
C -0.75376 -4.90635 0.57914
C -0.25549 -3.59700 0.49171
S 1.46797 -3.54198 0.83040
H -3.18466 -2.09429 -0.34413
H -3.99748 -4.38759 -0.19217
H -2.43688 -6.22033 0.43126
H -0.06194 -5.69918 0.84183
I 4.37156 -0.34745 0.02515
C 4.04699 1.74581 0.01639
C 5.21276 2.44018 0.09552
C 5.17995 3.83698 0.28394
C 3.98703 4.45289 0.48692
C 2.76959 3.72954 0.42888
C 1.54958 4.38082 0.73880
C 0.36790 3.71020 0.72025
C 0.34287 2.38318 0.24924
C 1.49059 1.70837 -0.10851
P 1.25097 0.33651 -1.25501
C -1.05295 -0.48350 1.47965
C -0.14875 -0.65828 2.51640
C -0.38978 -0.17377 3.78880
C -1.57774 0.49828 4.04518
C -2.49982 0.67724 3.02359
C -2.24248 0.18633 1.74829
C -1.57653 -0.50276 -2.12139
C -0.80907 -1.51492 -2.80441
C -0.82798 -1.51921 -4.15717
C -1.58925 -0.54849 -4.87392
C -2.36787 0.43214 -4.19625
C -2.37583 0.45583 -2.84595
C 2.76182 2.34622 0.08668
H 6.16757 1.92848 0.05048
H 6.10764 4.39377 0.31333
H 3.94838 5.51237 0.71282
H 1.57965 5.43344 0.99845
H -0.55451 4.20475 1.00091
H -0.61945 1.90207 0.11414
H 0.77660 -1.23355 2.37806
H 0.33777 -0.32837 4.57736
H -1.78389 0.87040 5.04109
H -3.42804 1.20289 3.21625
H -2.97252 0.33912 0.96248
H -0.24024 -2.24953 -2.25636
H -0.25944 -2.26518 -4.69819
H -1.58216 -0.56576 -5.95843
H -2.94653 1.15505 -4.75677
H -2.95824 1.17878 -2.28632


Record 4
15
Properties=species:S:1:pos:R:3 method="wB97M-V/def2-TZVPD" relative_energy_ev=3.833 homo_ha=-0.292 e_lumo_ev=0.6338
C -0.81972 -1.04136 1.32056
C 0.52210 -0.91591 0.61232
N 0.20552 -0.95134 -1.04131
C 0.54661 0.26799 -0.28726
C -0.39294 1.45859 -0.30572
C 1.91652 0.66936 -0.63359
N 2.99671 0.98492 -0.89517
H -0.72066 -0.45621 2.24636
H -1.72416 -0.65413 0.81145
H -1.02346 -2.07162 1.63013
H -0.73983 -1.25755 -1.18441
H 0.89411 -1.32485 -1.68547
H -1.43993 1.16204 -0.22400
H -0.14680 2.08372 0.55937
H -0.25712 2.05532 -1.21137